No. 1
{
  "formula": "C27H47CuGe2N2Si",
  "method": "ωB97M-V with the def2-TZVPD basis set",
  "symbols": ["Ge", "Ge", "Cu", "Si", "N", "N", "C", "C", "C", "C", "C", "C", "C", "C", "C", "C", "C", "C", "C", "C", "C", "C", "C", "C", "C", "C", "C", "C", "C", "C", "C", "C", "C", "H", "H", "H", "H", "H", "H", "H", "H", "H", "H", "H", "H", "H", "H", "H", "H", "H", "H", "H", "H", "H", "H", "H", "H", "H", "H", "H", "H", "H", "H", "H", "H", "H", "H", "H", "H", "H", "H", "H", "H", "H", "H", "H", "H", "H", "H", "H"],
  "positions_angstrom": [[0.9185, -0.6631, -2.3700], [-0.0089, -2.5273, -0.4042], [-0.1257, -0.1471, 0.4404], [0.8805, 2.6318, -1.3206], [-0.9587, -0.9081, 2.3386], [-0.3568, 1.6584, 1.6595], [2.0749, 3.2601, 0.0389], [-2.2489, -0.3863, 2.8001], [2.6040, -2.2307, -6.3612], [2.7416, -3.5460, -6.7702], [3.8242, -0.0922, -3.2373], [2.2757, -4.5659, -5.9541], [1.1794, -3.2636, 1.0822], [1.2058, -4.7819, 1.1408], [3.1793, 2.5450, 0.4996], [4.0935, 3.1125, 1.3676], [-0.3896, 0.4146, -4.9377], [1.6990, -4.2855, -4.7296], [2.8881, -0.1525, -2.0469], [-1.9926, -2.9813, -0.2809], [2.7989, 5.1232, 1.4020], [3.9008, 4.4038, 1.8321], [1.8999, 4.5601, 0.5136], [1.5733, -2.9634, -4.2942], [-2.2885, -4.4689, -0.3727], [2.0199, -1.9517, -5.1431], [-0.8196, 3.5444, -1.2417], [-2.1302, 1.0536, 3.2874], [1.6660, 3.1128, -2.9964], [1.0330, -2.5874, -2.9921], [-0.6152, 0.1966, -3.4547], [-1.6794, 2.0190, 2.1960], [0.6175, -3.4263, -2.0351], [-1.6664, 3.0303, 2.6233], [0.6345, -4.5019, -2.1604], [-1.0677, -1.8898, 2.1058], [-0.8947, 1.1332, -2.9829], [2.9612, -1.4262, -6.9864], [4.8172, 0.1987, -2.8984], [0.9052, -2.8620, 2.0569], [-3.1037, 1.3753, 3.6653], [-2.3863, 2.0093, 1.3647], [-1.1292, 3.8041, -0.2327], [-0.7577, 4.4705, -1.8107], [2.3752, -5.5900, -6.2764], [3.4937, 0.6490, -3.9633], [1.9073, -0.9235, -4.8229], [0.2242, -5.1838, 1.3804], [-2.4592, -2.4749, -1.1276], [0.4395, 1.0948, -5.1154], [2.6461, 6.1358, 1.7443], [-1.4289, -0.5172, -3.3123], [4.6034, 4.8431, 2.5239], [0.9754, 2.9686, -3.8231], [-1.2833, 0.8557, -5.3736], [3.2211, -0.9285, -1.3544], [1.9058, -5.1117, 1.9078], [-1.4263, 1.0966, 4.1238], [4.9610, 2.5451, 1.6713], [-1.6154, 2.9530, -1.6850], [-2.6522, -0.9969, 3.6185], [3.3468, 1.5278, 0.1765], [-0.0267, 2.4293, 1.0867], [-1.8934, -5.0051, 0.4866], [-3.3652, -4.6320, -0.4102], [1.5224, -5.1950, 0.1865], [0.2979, 1.5810, 2.4357], [1.9316, 4.1685, -2.9645], [1.3502, -5.0999, -4.1136], [2.1831, -2.8958, 0.8621], [-2.9395, -0.4416, 1.9561], [-1.8460, -4.8887, -1.2726], [-0.1942, -0.5236, -5.4461], [2.5761, 2.5639, -3.2145], [-2.4467, -2.5683, 0.6193], [-0.2810, -0.8517, 3.0951], [3.9003, -1.0581, -3.7272], [2.9040, 0.7992, -1.5296], [1.0597, 5.1469, 0.1692], [3.2071, -3.7756, -7.7154]],
  "mulliken_spin": [-0.135, 0.025, 0.045, 0.685, 0.002, 0.044, 0.047, 0.000, -0.001, 0.000, 0.007, 0.000, 0.001, 0.001, -0.016, -0.002, 0.003, 0.002, 0.039, 0.002, 0.001, 0.007, 0.033, -0.004, 0.000, 0.003, 0.058, 0.000, 0.082, 0.036, 0.036, -0.002, -0.001, 0.001, 0.002, -0.002, -0.017, 0.000, 0.000, -0.001, 0.000, -0.001, -0.008, 0.013, 0.000, 0.000, 0.003, 0.000, 0.001, 0.001, -0.001, -0.005, 0.001, -0.006, 0.000, -0.004, 0.001, 0.000, 0.000, -0.003, 0.000, 0.015, -0.004, 0.000, 0.000, 0.000, 0.001, 0.020, 0.000, 0.000, 0.000, 0.000, 0.001, -0.007, -0.002, 0.000, 0.001, -0.004, 0.005, 0.000],
  "charge": 1,
  "s2": 0.754,
  "homo_lumo_gap_ev": [7.3, 7.0],
  "e_tot_ev": -197283.775,
  "multiplicity": 2,
  "de_lowest_kj_mol": 206.6
}

***

No. 2
{
  "formula": "C3H14NO2",
  "method": "ωB97M-V with the def2-TZVPD basis set",
  "symbols": ["O", "O", "N", "C", "C", "C", "H", "H", "H", "H", "H", "H", "H", "H", "H", "H", "H", "H", "H", "H"],
  "positions_angstrom": [[0.2460, 1.6686, -2.5785], [-1.8826, 0.9890, 2.5510], [-1.1339, 0.4322, -0.1654], [1.9155, -1.8718, 0.3046], [1.1395, -0.5268, 0.2922], [-0.1162, -0.6384, -0.5682], [1.8466, 0.2405, -0.0305], [2.8563, -1.7247, 0.8266], [0.1287, -0.6006, -1.6189], [2.1491, -2.0359, -0.7502], [-2.6015, 0.4902, 2.9562], [-2.0019, 0.0038, 0.1028], [-1.3258, 0.8715, -1.0718], [-0.8289, 1.0265, 0.6055], [1.3546, -2.6967, 0.7306], [-0.5800, -1.5549, -0.2076], [0.9265, -0.2406, 1.3301], [-0.4751, 1.8061, -3.1841], [0.5891, 2.4729, -2.2195], [-2.2058, 1.8890, 2.6950]],
  "lowdin_charge": [-0.017, -0.047, 0.182, -0.080, -0.247, -0.141, 0.113, 0.081, 0.117, 0.083, 0.061, 0.142, 0.138, 0.129, 0.079, 0.129, 0.112, 0.054, 0.049, 0.064],
  "charge": 1,
  "homo_lumo_gap_ev": 12.3,
  "e_tot_ev": -8916.886,
  "de_lowest_kj_mol": 86.8
}

***

No. 3
{
  "formula": "C5H8N2O",
  "method": "ωB97M-V with the def2-TZVPD basis set",
  "symbols": ["O", "N", "N", "C", "C", "C", "C", "C", "H", "H", "H", "H", "H", "H", "H", "H"],
  "positions_angstrom": [[1.4651, -2.4253, 1.1309], [1.1346, -0.8567, -1.2296], [-1.9000, -0.0021, -0.0853], [-0.3760, 1.9073, -0.6469], [-0.7724, 0.5324, -0.1942], [0.5485, -0.5204, -0.1223], [0.5360, -0.1972, 1.2704], [0.3458, -1.6002, 1.0965], [-0.6018, -2.0994, 1.2813], [-2.6625, 0.5862, -0.4235], [-0.0462, 1.8747, -1.6871], [-1.2235, 2.5892, -0.5777], [0.1453, 0.5920, 1.8975], [1.2461, -0.0691, -1.8662], [1.7109, -2.6070, 0.2059], [0.4500, 2.2954, -0.0497]],
  "lowdin_charge": [0.001, 0.122, 0.179, -0.023, -0.348, -0.453, 0.059, -0.260, 0.136, 0.078, 0.085, 0.084, 0.116, 0.042, 0.090, 0.091],
  "charge": 0,
  "homo_lumo_gap_ev": 7.9,
  "e_tot_ev": -10336.442,
  "de_lowest_kj_mol": 606.4
}

***

No. 4
{
  "formula": "C5H12NO",
  "method": "ωB97M-V with the def2-TZVPD basis set",
  "symbols": ["O", "N", "C", "C", "C", "C", "C", "H", "H", "H", "H", "H", "H", "H", "H", "H", "H", "H", "H"],
  "positions_angstrom": [[-0.9546, 1.1227, -3.1637], [1.5124, -0.8262, 2.5902], [-0.0147, -0.1728, -1.3175], [0.4728, 0.1113, 0.0665], [-0.5053, -0.0615, 1.2239], [-0.8824, 1.0707, -1.8577], [0.1993, -1.1721, 2.0497], [-1.4637, -0.3767, 0.8121], [-0.4415, 1.9731, -1.3343], [-0.7402, -0.9726, -1.2125], [0.9442, 1.0985, 0.1001], [-0.3916, -1.5680, 2.8621], [2.0799, -1.0595, 0.9205], [0.2130, -1.9731, 1.3033], [0.7995, -0.2889, -2.0184], [1.3613, -0.5997, 0.4790], [-1.8627, 0.9509, -1.3221], [2.1391, -0.3983, 1.9176], [-0.5861, 0.8489, 1.8293]],
  "lowdin_charge": [-0.323, -0.068, -0.188, -0.247, -0.193, -0.571, -0.409, 0.100, 0.077, 0.094, 0.114, 0.085, 0.222, 0.090, 0.098, 0.030, 0.076, -0.094, 0.105],
  "charge": -1,
  "homo_lumo_gap_ev": 5.3,
  "e_tot_ev": -8910.840,
  "de_lowest_kj_mol": 600.5
}

***

No. 5
{
  "formula": "C11H21N3O3S2",
  "method": "ωB97M-V with the def2-TZVPD basis set",
  "symbols": ["S", "S", "O", "O", "O", "N", "N", "N", "C", "C", "C", "C", "C", "C", "C", "C", "C", "C", "C", "H", "H", "H", "H", "H", "H", "H", "H", "H", "H", "H", "H", "H", "H", "H", "H", "H", "H", "H", "H", "H"],
  "positions_angstrom": [[0.5419, -3.2340, 1.1081], [1.2740, 2.3100, 0.0594], [0.0571, -1.2658, 3.9321], [-2.0317, 1.2759, 0.8409], [-2.6255, -1.6476, -2.3832], [-0.9936, -0.6762, 0.5134], [0.5714, 0.4998, 2.6726], [-0.8597, -0.2899, -2.3059], [-1.5018, 0.4857, 0.0537], [1.4935, 1.1331, 3.6161], [-0.6719, -2.3753, -3.5779], [0.6835, 2.2139, -1.6310], [-1.4812, -1.4129, -2.7055], [-0.8542, 2.1334, -1.8121], [-1.1229, -1.1988, 1.8677], [-1.0461, -2.7185, 1.7498], [-0.1175, -0.6223, 2.9205], [-1.4670, 0.7553, -1.4608], [3.0503, 2.1695, -0.2531], [-0.6200, -1.2974, -0.1714], [-2.5007, 0.8635, -1.7473], [-1.2311, -3.2059, 2.7501], [2.1565, 1.7985, 3.1108], [2.0464, 0.3673, 4.1154], [3.4061, 2.9375, -0.8616], [3.5301, 2.2643, 0.7175], [1.1547, 1.4145, -2.1722], [1.1923, -2.9579, 2.2537], [3.2883, 1.1917, -0.6239], [0.3157, 0.9855, 1.8085], [0.1528, -0.2223, -2.4564], [0.9582, 1.7260, 4.3681], [1.0368, 3.1115, -2.1101], [0.2668, -2.5259, -3.0239], [-1.7890, -3.0870, 1.0846], [-1.3200, 2.9409, -1.2518], [-1.2576, -3.2453, -3.7587], [-1.0437, 2.2865, -2.8903], [-0.4926, -1.9065, -4.5565], [-2.1483, -0.9745, 2.2108]],
  "lowdin_charge": [0.747, 0.871, 0.042, 0.050, 0.066, 0.091, 0.024, 0.088, -0.450, -0.043, 0.013, -0.491, -0.560, -0.166, -0.265, -0.507, -0.481, -0.199, -0.367, 0.077, 0.152, 0.105, 0.057, 0.077, 0.015, 0.031, 0.058, -0.119, 0.036, 0.028, 0.137, 0.095, 0.071, 0.085, 0.066, 0.117, 0.071, 0.126, 0.088, 0.164],
  "charge": 0,
  "smiles": "CNC(=O)[C@H](CS)NC(=O)[C@@H](CCSC)NC(C)=O",
  "homo_lumo_gap_ev": 9.4,
  "e_tot_ev": -44032.447
}

***

No. 6
{
  "formula": "C21H28BeCl2N6O2S",
  "method": "ωB97M-V with the def2-TZVPD basis set",
  "symbols": ["Cl", "Cl", "S", "O", "O", "N", "N", "N", "N", "N", "N", "C", "C", "C", "C", "C", "C", "C", "C", "C", "C", "C", "C", "C", "C", "C", "C", "C", "C", "C", "C", "C", "Be", "H", "H", "H", "H", "H", "H", "H", "H", "H", "H", "H", "H", "H", "H", "H", "H", "H", "H", "H", "H", "H", "H", "H", "H", "H", "H", "H", "H"],
  "positions_angstrom": [[3.4977, -2.6085, -3.0761], [-1.0093, -2.0583, -5.8858], [-2.4211, 2.2928, -0.0860], [2.3774, -0.1367, -1.5921], [-3.2576, 2.8030, -1.2109], [-0.0823, -0.0781, 1.3614], [0.3703, 1.2464, -2.2611], [0.9464, -0.0526, 0.4899], [2.3085, 3.4482, 0.4889], [1.0874, -1.8542, 1.6544], [0.0030, -1.1606, 2.0937], [2.0756, -1.7357, -3.3557], [-1.4382, 1.8601, -3.6189], [-3.1446, -0.9284, -1.8734], [2.7784, -2.5897, 3.3637], [-3.0642, 0.6281, 0.1953], [1.5937, -1.1991, 0.6369], [-0.7433, 3.0860, 2.4457], [1.2412, -2.1214, -4.4498], [1.6999, -0.6382, -2.5720], [1.9676, 2.4816, -0.0679], [-0.5577, 2.1334, -2.5388], [-2.4186, -0.4635, -0.6140], [4.1326, -2.5104, 2.6913], [-3.0652, 3.0412, 1.4166], [2.5773, -1.3524, 4.2385], [0.1216, -1.4421, -4.7698], [-0.2301, -0.2393, -4.0713], [-2.1847, 2.6729, 2.6300], [-1.2060, 0.7657, -4.4253], [0.5831, 0.0805, -2.9373], [1.6362, -2.9951, 2.3986], [1.5560, 1.0842, -0.9188], [-4.0693, 2.7996, 1.5157], [0.8035, -3.2728, 2.9776], [1.3908, -3.0622, -4.9551], [-2.2870, 2.5018, -3.8153], [-4.1247, 0.8093, -0.0025], [-1.8009, 0.5230, -5.3754], [-2.2391, 1.6264, 2.9027], [-2.1654, -1.2623, 0.1031], [2.8215, -3.4412, 4.0811], [-3.0205, 0.4705, 1.2667], [-0.3249, 2.6647, 1.5610], [1.6226, -1.3333, 4.7851], [-2.9867, -0.1280, -2.6627], [-0.6742, 4.2002, 2.3815], [2.5067, -1.5164, 0.0624], [4.2958, -1.5255, 2.2231], [-2.9753, 4.1279, 1.3292], [4.1740, -3.3959, 2.0541], [-2.5825, 3.1883, 3.4984], [-0.2233, 2.7174, 3.3085], [-2.5984, -1.8291, -2.2395], [-1.4628, -0.0854, -0.9383], [2.7167, -0.4222, 3.6751], [3.3254, -1.2397, 5.0196], [-0.6010, 2.9868, -1.9458], [4.9116, -2.7228, 3.3674], [-4.1990, -1.0252, -1.7263], [2.0351, -3.8138, 1.7689]],
  "lowdin_charge": [0.736, 0.721, 0.899, -0.113, -0.519, 0.062, 0.097, 0.050, 0.015, -0.075, 0.104, -0.600, -0.034, -0.077, -0.414, -0.335, -0.084, -0.133, -0.121, -0.370, -0.217, -0.088, -0.311, -0.077, -0.325, -0.080, -0.655, -0.147, -0.303, -0.005, -0.138, -0.076, 0.061, 0.068, 0.105, 0.106, 0.113, 0.100, 0.127, 0.086, 0.100, 0.143, 0.073, -0.005, 0.082, 0.075, 0.100, 0.171, 0.096, 0.104, 0.079, 0.104, 0.070, 0.088, 0.052, 0.081, 0.079, 0.087, 0.064, 0.063, 0.140],
  "charge": 0,
  "homo_lumo_gap_ev": 7.7,
  "e_tot_ev": -71549.655,
  "de_lowest_kj_mol": 0.0
}

***

No. 7
{
  "formula": "C7H8N4O",
  "method": "ωB97M-V with the def2-TZVPD basis set",
  "symbols": ["O", "N", "N", "N", "N", "C", "C", "C", "C", "C", "C", "C", "H", "H", "H", "H", "H", "H", "H", "H"],
  "positions_angstrom": [[0.7851, 3.5094, 0.4620], [0.9628, 1.1943, 0.2816], [-1.7630, -3.5310, -0.5534], [-0.2160, -2.0874, 0.1264], [-1.1853, -0.0457, -0.0163], [0.8222, -1.2741, 0.1540], [-2.5022, -2.2930, -0.4606], [-0.5629, -3.3897, -0.0763], [2.0441, 3.6978, -0.1297], [0.2352, -0.0483, 0.1930], [0.2941, 2.2299, 0.7082], [-1.3495, -1.3644, -0.1493], [-3.2200, -2.2647, 0.2386], [2.4388, 4.6841, 0.0307], [2.7274, 3.0011, 0.3090], [1.9627, -1.3619, 0.1599], [2.0003, 3.4646, -1.2049], [0.1487, -4.2156, 0.0699], [-0.6306, 2.1259, 1.2232], [-2.9920, -2.0313, -1.3659]],
  "lowdin_charge": [-0.113, 0.108, 0.056, -0.031, 0.186, -0.043, -0.102, -0.105, -0.102, -0.320, -0.153, -0.253, 0.086, 0.082, 0.070, 0.157, 0.097, 0.140, 0.120, 0.119],
  "charge": 0,
  "smiles": "CO/C=N/c1cn2c(n1)CN=C2",
  "homo_lumo_gap_ev": 8.8,
  "e_tot_ev": -15394.074,
  "de_lowest_kj_mol": 270.3
}

***

No. 8
{
  "formula": "C4H7N3O",
  "method": "ωB97M-V with the def2-TZVPD basis set",
  "symbols": ["O", "N", "N", "N", "C", "C", "C", "C", "H", "H", "H", "H", "H", "H", "H"],
  "positions_angstrom": [[-1.8062, 0.2836, -1.5993], [0.5520, 1.0844, -1.4546], [1.2080, -0.9580, 0.0779], [1.2691, 1.2458, 1.8239], [0.2347, 0.3273, -0.4004], [0.7734, 0.6094, 0.9404], [-1.8568, -0.7789, 0.5138], [-1.2370, -0.0983, -0.4540], [1.4599, 1.5307, -1.4066], [-1.3326, -1.0659, 1.4136], [1.9442, 0.9527, 2.5138], [-2.8857, -1.0877, 0.4058], [0.6716, -1.8185, 0.1073], [2.0826, -1.0303, -0.4307], [-1.0773, 0.8037, -2.0508]],
  "lowdin_charge": [0.032, 0.033, 0.124, 0.242, -0.532, -0.077, 0.053, -0.380, 0.035, 0.050, 0.103, 0.062, 0.081, 0.089, 0.083],
  "charge": 0,
  "homo_lumo_gap_ev": 8.9,
  "e_tot_ev": -10775.024,
  "de_lowest_kj_mol": 455.8
}